Entry 1:
Here is C6H8ClF3O6S3V as an isolated structure from the Open Molecules 2025 dataset. Energies are from wB97M-V/def2-TZVPD.

Structure (ORCA input):
```
! RIJCOSX wB97M-V def2-TZVPD def2/J DEFGRID3
* xyz 3 1
O -2.3492 3.0376 1.5597
S -1.0636 2.5539 0.8009
O -0.1576 3.8124 0.9048
O -0.3266 1.2472 1.6789
C 0.4805 0.6337 0.5731
C 1.4648 -0.5937 1.0301
C 1.9789 -1.5679 -0.1828
C 3.2962 -1.0244 -0.9985
Cl 4.2836 -2.5605 -1.4886
C -0.4758 0.4878 -0.7496
S 0.3562 0.6770 -2.4586
S -1.8583 -0.7753 -0.7883
O -1.3965 -2.2518 -0.6845
O -2.5480 -0.6284 -2.2006
C -3.2148 -0.4632 0.4751
F -4.2480 -1.5507 0.3226
F -2.6471 -0.6314 1.8328
F -3.9276 0.8145 0.2448
O -1.2546 1.7702 -0.7077
H 1.2304 1.5105 0.3461
H 2.4206 -0.0827 1.5305
H 0.9836 -1.2419 1.9092
H 2.3100 -2.5929 0.3313
H 1.1674 -1.8522 -0.9764
H 3.9659 -0.2726 -0.3916
H 2.9290 -0.5690 -2.0284
H -0.2517 1.8153 -3.0757
V -1.1480 0.2985 3.1913
*
```

The value obtained for the total energy is -3581.307556 a.u. As for the orbital gap: 2.32 eV.

***

Entry 2:
Here is C8HF9FeIO6PS as an isolated structure from the Open Molecules 2025 dataset. Energies are from wB97M-V/def2-TZVPD.

Structure (ORCA input):
```
! RIJCOSX wB97M-V def2-TZVPD def2/J DEFGRID3
* xyz 3 6
O 0.3777 0.9270 4.8823
C 0.5662 0.9773 3.7300
O 1.6990 0.6025 3.0319
C 1.2208 -0.1914 2.0189
O 1.8024 -1.0909 1.5259
C -0.1481 0.3680 1.6946
S -1.2833 -0.0217 0.3801
O -1.2975 1.0845 -0.5291
O -2.4881 -0.3869 1.0208
C -0.7841 -1.5973 -0.5228
F -1.8826 -2.0881 -1.0444
F -0.3470 -2.3916 0.4550
C 0.3237 -1.6581 -1.6404
F 1.4782 -0.8502 -1.2229
F 0.7327 -2.8871 -1.7073
C -0.1390 -1.1730 -3.0853
F -0.2942 -2.2159 -3.8734
F -1.2378 -0.4524 -3.0262
C 0.9756 -0.3391 -3.8015
F 2.1860 -1.0749 -3.7621
F 1.3106 0.8394 -3.1515
F 0.7210 -0.0692 -5.0212
C -0.4680 1.2486 2.6380
P -1.7766 2.4942 2.8453
O -1.4949 3.1631 4.2191
I -1.5661 4.2354 1.2507
H -1.3214 2.5415 4.9551
Fe 3.1348 0.0062 -2.2595
*
```

The value obtained for the total energy is -3955.271801 a.u. Its expectation value of S² is 8.77. As for the orbital gap (alpha / beta): 4.84 / 4.26 eV.

***

Entry 3:
Here is a 9-piece molecular cluster, C90H198BF10N4O4P4S2 overall from the Open Molecules 2025 dataset. Energies are from wB97M-V/def2-TZVPD.

Structure (ORCA input):
```
! RIJCOSX wB97M-V def2-TZVPD def2/J DEFGRID3
* xyz 5 1
C -1.2818 -6.4348 -1.3490
C -2.4350 -5.8455 -2.2202
C -2.8809 -4.4276 -1.8510
N -4.0117 -3.8970 -2.8229
C -3.4833 -3.8109 -4.3380
C -4.5737 -2.5180 -2.3631
C -6.0664 -2.5584 -2.6449
C -6.4591 -3.9893 -2.3269
C -5.2869 -4.7899 -2.6899
H -0.3890 -5.8151 -1.2657
H -0.8898 -7.3556 -1.7809
H -1.7127 -6.6537 -0.3720
H -3.2138 -6.6035 -2.3039
H -2.0083 -5.7570 -3.2193
H -2.0605 -3.7190 -1.9647
H -3.1540 -4.2984 -0.8037
H -2.6555 -3.1023 -4.3648
H -4.3070 -3.5340 -4.9960
H -3.1531 -4.8035 -4.6443
H -4.0755 -1.7680 -2.9775
H -4.2669 -2.4093 -1.3228
H -6.3103 -2.2666 -3.6663
H -6.5990 -1.9164 -1.9432
H -7.2448 -4.4242 -2.9448
H -6.5606 -4.2277 -1.2682
H -5.4861 -5.2960 -3.6345
H -5.1100 -5.6237 -2.0104
C -2.3033 -4.3155 2.0148
C -2.7914 -4.4726 3.5002
C -1.6989 -3.8036 4.3542
N -2.1007 -3.4923 5.8490
C -2.3295 -4.8833 6.4624
C -3.3634 -2.6134 5.9417
C -3.2501 -1.9544 7.3243
C -1.7390 -1.8582 7.6418
C -1.1025 -2.5334 6.4416
H -2.5441 -3.3344 1.6055
H -2.8021 -5.0825 1.4223
H -1.2483 -4.5495 1.8726
H -3.0552 -5.4804 3.8211
H -3.7371 -3.9371 3.5828
H -1.6002 -2.8171 3.9012
H -0.7234 -4.2890 4.3833
H -1.3483 -5.3484 6.5582
H -3.0893 -5.4948 5.9757
H -2.7247 -4.8338 7.4771
H -4.3577 -3.0592 5.9163
H -3.3007 -1.8130 5.2045
H -3.6882 -2.5371 8.1346
H -3.7954 -1.0109 7.3456
H -1.5930 -2.3948 8.5792
H -1.3815 -0.8592 7.8913
H -0.3084 -3.2071 6.7634
H -0.8412 -1.8685 5.6183
C -1.2816 1.2817 4.0512
C -1.5267 1.2726 2.5440
C -3.0027 1.7902 2.2625
N -3.3707 2.0450 0.7670
C -3.6093 0.7537 -0.0016
C -2.3319 2.9067 0.0183
C -2.7484 4.3394 0.3730
C -4.2557 4.3072 0.7391
C -4.6359 2.8405 0.5422
H -1.8716 0.5030 4.5345
H -1.4912 2.2434 4.5195
H -0.2486 0.9647 4.1944
H -1.5043 0.2345 2.2125
H -0.7469 1.7495 1.9502
H -3.1660 2.8042 2.6276
H -3.7763 1.1261 2.6480
H -2.8525 -0.0025 0.2071
H -3.7835 1.0435 -1.0378
H -4.5374 0.3104 0.3593
H -2.5329 2.7893 -1.0465
H -1.3402 2.4701 0.1368
H -2.6292 5.0169 -0.4725
H -2.0696 4.5948 1.1866
H -4.6614 5.0441 0.0460
H -4.5151 4.5399 1.7719
H -5.0612 2.7107 -0.4529
H -5.3684 2.5381 1.2906
C -0.6197 -7.6577 -9.1026
C 0.0237 -6.2579 -9.1764
C 1.5829 -6.1978 -8.9440
C 2.1223 -6.5886 -7.5209
P 1.4751 -5.7341 -6.0191
C 1.3216 -3.9277 -6.3750
C 0.3111 -3.1812 -5.4074
C -0.0531 -1.7115 -5.8335
C 1.1404 -0.8331 -6.3101
C -0.1143 -6.5130 -5.4503
C 0.0488 -7.9820 -5.2580
C -1.1460 -8.5455 -4.5620
C -2.5515 -8.0983 -5.0181
C 2.7118 -6.0245 -4.6763
C 2.4693 -5.4383 -3.2364
C 3.4557 -5.9284 -2.1697
C 3.1251 -5.2423 -0.8682
H -0.4033 -8.1950 -8.1793
H -0.3053 -8.2873 -9.9350
H -1.6988 -7.5129 -9.1537
H -0.4863 -5.8244 -8.3160
H -0.3125 -5.7115 -10.0576
H 1.9662 -5.2557 -9.3362
H 2.0131 -7.0038 -9.5385
H 3.1914 -6.3802 -7.5604
H 2.0666 -7.6685 -7.3841
H 1.0124 -3.8146 -7.4141
H 2.3372 -3.5434 -6.2812
H 0.7744 -3.0966 -4.4244
H -0.6467 -3.6868 -5.2850
H -0.6088 -1.1623 -5.0734
H -0.7576 -1.8933 -6.6450
H 0.7232 0.1584 -6.4861
H 1.8057 -1.2259 -7.0790
H 1.8536 -0.6108 -5.5164
H -0.8280 -6.3181 -6.2508
H -0.2780 -6.0475 -4.4784
H 0.9432 -8.1501 -4.6582
H 0.1682 -8.5181 -6.1995
H -1.0204 -8.4482 -3.4837
H -1.1363 -9.6139 -4.7776
H -2.5603 -8.0150 -6.1049
H -2.8805 -7.1261 -4.6509
H -3.4558 -8.6466 -4.7537
H 3.6416 -5.6877 -5.1347
H 2.9476 -7.0787 -4.5310
H 1.5105 -5.7059 -2.7925
H 2.4907 -4.3485 -3.2382
H 4.4580 -5.7974 -2.5775
H 3.4517 -7.0057 -2.0036
H 2.2297 -5.5629 -0.3357
H 2.9621 -4.1826 -1.0650
H 3.8739 -5.4144 -0.0950
C 9.9790 1.4974 -1.8898
C 8.6004 2.2695 -1.8392
C 7.4698 1.3105 -1.9595
C 6.1928 1.9530 -1.4375
P 4.6512 0.9522 -1.5292
C 4.0035 1.2372 -3.2402
C 3.7846 2.6654 -3.8656
C 2.9453 2.5705 -5.1773
C 3.6948 1.7099 -6.1723
C 5.0187 -0.8034 -1.2684
C 5.6092 -1.4472 -2.5121
C 6.0361 -2.8654 -2.2680
C 7.3179 -3.1404 -1.5312
C 3.4664 1.5957 -0.2487
C 3.9504 1.7370 1.2182
C 2.7727 1.7616 2.1715
C 2.2172 3.1624 2.4476
H 10.7614 2.0714 -1.3932
H 10.2267 1.2739 -2.9275
H 10.0624 0.5335 -1.3877
H 8.5917 3.0531 -2.5968
H 8.5015 2.8135 -0.8999
H 7.6804 0.3527 -1.4837
H 7.3897 1.1104 -3.0280
H 5.9261 2.8909 -1.9246
H 6.3580 2.1850 -0.3853
H 3.0804 0.6702 -3.3607
H 4.6732 0.7227 -3.9293
H 4.7573 3.0993 -4.0971
H 3.2926 3.4189 -3.2505
H 2.9064 3.5710 -5.6080
H 1.9223 2.2300 -5.0170
H 4.7594 1.8928 -6.0267
H 3.4038 1.8868 -7.2078
H 3.5250 0.6560 -5.9523
H 4.0430 -1.2071 -0.9979
H 5.7147 -0.7863 -0.4298
H 6.5066 -0.9645 -2.8992
H 4.8397 -1.5539 -3.2767
H 5.9440 -3.3943 -3.2167
H 5.3376 -3.4330 -1.6532
H 7.3332 -4.1311 -1.0767
H 7.3744 -2.4008 -0.7325
H 8.1793 -3.1155 -2.1986
H 2.6401 0.8849 -0.2446
H 2.9624 2.4397 -0.7195
H 4.5077 2.6652 1.3451
H 4.6669 0.9368 1.4037
H 3.0536 1.3502 3.1411
H 1.9566 1.1394 1.8043
H 2.9058 3.9654 2.7105
H 1.4184 3.0769 3.1843
H 1.7174 3.5479 1.5590
C -4.9762 8.6036 -1.2307
C -5.0560 7.4498 -2.2152
C -3.8605 7.5628 -3.2237
C -4.0987 6.6047 -4.3473
P -2.7593 6.8155 -5.5916
C -1.2141 6.4980 -4.7948
C -1.1192 5.1617 -4.0294
C 0.2247 4.9864 -3.3379
C 0.0867 4.0302 -2.1512
C -3.1381 5.6382 -6.9760
C -3.6501 4.2967 -6.6070
C -3.6539 3.4153 -7.7841
C -2.2203 2.8102 -8.1217
C -2.7168 8.5217 -6.2133
C -3.9963 9.2528 -6.7569
C -4.8970 10.0376 -5.7533
C -4.3204 11.2213 -5.0548
H -5.0508 9.5645 -1.7398
H -4.0226 8.5761 -0.7034
H -5.7509 8.5837 -0.4642
H -6.0072 7.5438 -2.7391
H -5.0597 6.5497 -1.6004
H -2.9439 7.3162 -2.6878
H -3.7884 8.5949 -3.5666
H -5.1086 6.7170 -4.7417
H -4.1543 5.5537 -4.0637
H -1.2141 7.3336 -4.0948
H -0.4714 6.6078 -5.5850
H -1.3495 4.3378 -4.7049
H -2.0018 5.0746 -3.3957
H 0.6335 5.9193 -2.9499
H 0.8843 4.5637 -4.0957
H -0.4865 4.4924 -1.3475
H 1.1145 3.8712 -1.8250
H -0.3651 3.0863 -2.4562
H -2.1898 5.5571 -7.5072
H -3.6925 6.1235 -7.7793
H -4.6253 4.3653 -6.1250
H -3.2216 3.7736 -5.7521
H -4.0193 3.9984 -8.6294
H -4.3259 2.5704 -7.6332
H -1.8930 2.1073 -7.3557
H -1.3922 3.4885 -8.3273
H -2.2403 2.1247 -8.9690
H -1.9351 8.4672 -6.9710
H -2.2774 9.0722 -5.3814
H -4.5616 8.5852 -7.4071
H -3.7274 10.0654 -7.4318
H -5.3591 9.3086 -5.0877
H -5.8141 10.2937 -6.2838
H -5.1645 11.6602 -4.5228
H -3.9136 11.9079 -5.7972
H -3.5146 10.9635 -4.3676
C 2.3209 -0.6187 5.7763
C 1.5987 0.5516 6.4940
C 1.5894 0.3459 8.0051
C 0.8372 1.4864 8.7815
P 0.9654 1.6024 10.6067
C 2.8110 1.5875 11.0335
C 3.2059 1.1748 12.4089
C 4.6126 0.5431 12.5348
C 5.7517 1.3330 12.1839
C 0.2420 3.0514 11.4226
C 0.8377 4.3980 11.1833
C 0.2711 4.9705 9.8717
C 0.4496 6.5022 9.7605
C 0.2385 0.1167 11.3202
C 0.9302 -1.2467 10.9427
C 0.3561 -2.5129 11.6852
C 0.6289 -2.4472 13.2158
H 1.9537 -1.6009 6.0738
H 3.3971 -0.4488 5.8090
H 2.1434 -0.4710 4.7111
H 0.5741 0.6310 6.1305
H 2.0999 1.5048 6.3262
H 2.6351 0.3088 8.3106
H 1.1072 -0.6191 8.1612
H -0.2348 1.2903 8.7601
H 1.0277 2.4271 8.2649
H 3.2717 2.5282 10.7317
H 3.2885 0.8493 10.3892
H 2.4231 0.5446 12.8310
H 3.2274 2.0917 12.9980
H 4.6807 -0.4202 12.0294
H 4.6718 0.3399 13.6041
H 5.8102 2.1078 12.9483
H 5.6351 1.8113 11.2114
H 6.6983 0.7996 12.0967
H 0.3395 2.6568 12.4339
H -0.8317 2.9538 11.2619
H 1.9165 4.4581 11.0392
H 0.6790 5.1123 11.9913
H -0.7695 4.6706 9.7476
H 0.7317 4.5415 8.9818
H 0.0805 6.8583 8.7987
H 1.5160 6.7276 9.7619
H 0.0049 7.0273 10.6058
H -0.7911 0.1166 10.9623
H 0.2168 0.3274 12.3894
H 2.0201 -1.2562 10.9560
H 0.6912 -1.5228 9.9157
H 0.6445 -3.4849 11.2850
H -0.7032 -2.4575 11.4346
H 0.2241 -3.3957 13.5687
H 0.2306 -1.5888 13.7569
H 1.6923 -2.4675 13.4542
C 0.1148 -0.4520 -2.0432
F 0.9367 -0.7195 -3.0685
F 0.4424 0.6590 -1.4481
F -1.1266 -0.3044 -2.5060
S 0.1934 -1.8344 -0.7360
O -1.0273 -1.7812 0.0043
O 0.2270 -3.0175 -1.5909
N 1.6599 -1.4981 0.1273
S 1.3756 -2.2200 1.3553
O 0.7001 -1.3337 2.3078
O 0.8766 -3.6286 1.2982
C 3.2185 -2.3904 2.0406
F 3.0803 -3.2323 3.1150
F 3.9805 -2.9356 1.1094
F 3.6709 -1.1704 2.4104
B -4.2862 1.3206 -3.9989
F -4.9757 1.5467 -5.1369
F -5.0001 0.3295 -3.2523
F -2.9859 0.8252 -4.2694
F -4.2116 2.5186 -3.2635
*
```

The value obtained for the total energy is -7251.806729 a.u. As for the orbital gap: 10.01 eV.

***

Entry 4:
Here is C32H37FeGeNO5S2Si2 as an isolated structure from the Open Molecules 2025 dataset. Energies are from wB97M-V/def2-TZVPD.

Structure (ORCA input):
```
! RIJCOSX wB97M-V def2-TZVPD def2/J DEFGRID3
* xyz -2 5
Fe 1.1848 0.5795 0.8062
C -1.1354 2.2568 3.1711
Si -0.8479 1.9390 1.2724
C -2.4463 1.0339 0.6410
C -0.9037 3.5829 0.3925
C -1.5610 4.5655 1.1292
C -1.8194 5.7877 0.5444
C -1.3830 6.0387 -0.7689
C -0.7402 5.0616 -1.5282
C -0.4849 3.8753 -0.8997
Si 0.1511 2.5573 -2.0499
C -1.3149 2.0043 -3.1082
C 1.3043 2.9731 -3.4748
H -2.0975 2.7121 3.5542
H -0.2922 2.8741 3.5388
H -0.9643 1.2910 3.7137
H -3.2453 1.7320 0.4374
H -2.7898 0.4578 1.4838
H -2.2583 0.3390 -0.1743
H -1.9027 4.3542 2.1277
H -2.3189 6.5474 1.1093
H -1.6664 7.0401 -1.1265
H -0.3946 5.1821 -2.5645
H -1.8486 2.8163 -3.5415
H -2.0496 1.4221 -2.5255
H -1.0841 1.3518 -3.9598
H 0.8761 3.6079 -4.2274
H 1.4573 2.0070 -3.9747
H 2.3038 3.3514 -3.2961
O 5.0328 2.7227 2.5697
S 4.4632 1.6678 1.7727
O 4.3834 1.9194 0.3356
O 4.9452 0.3030 2.0058
S 2.4504 1.6426 2.3745
C 0.6771 1.1960 -1.0147
C 1.4692 0.2109 -1.0795
C 2.1925 -0.5193 -2.0268
C 1.6599 -0.8692 -3.2955
C 2.4983 -1.3388 -4.2863
C 3.8707 -1.4429 -4.1069
C 4.4028 -1.1383 -2.8820
C 3.5596 -0.6404 -1.8750
H 0.5876 -0.7155 -3.5344
H 2.1177 -1.5389 -5.2659
H 4.4863 -1.7649 -4.9495
H 5.4922 -1.2284 -2.7650
H 3.9567 -0.3549 -0.9198
N -2.0337 -2.2956 -2.6979
C -2.6213 -3.1994 -3.6869
C -1.5198 -3.8303 -4.5355
O -0.3985 -3.0753 -4.6376
O -1.6627 -4.9064 -5.1194
H -2.7277 -1.7975 -2.1826
H -0.4796 -2.3363 -4.0076
H -1.5392 -2.7824 -1.9922
H -3.1986 -2.6520 -4.4551
H -3.2316 -4.0047 -3.2702
Ge 1.0073 -1.5525 2.1696
C 0.5464 -1.1956 4.1136
C -0.6407 -1.5169 4.7962
C -0.9183 -1.1645 6.1358
C -0.0023 -0.3442 6.7889
C 1.1715 -0.0057 6.1496
C 1.4794 -0.4281 4.8616
C -0.3538 -3.0052 1.6706
C -1.6901 -2.5904 1.3878
C -2.5909 -3.5060 0.8413
C -2.2606 -4.8100 0.5599
C -0.9978 -5.2716 0.9322
C -0.0736 -4.3572 1.4838
H 2.3422 -2.3075 2.1359
H -1.3463 -2.1335 4.2802
H -1.7802 -1.5753 6.6071
H -0.1920 -0.0461 7.8363
H 1.7945 0.6391 6.7256
H 2.3779 -0.0110 4.3870
H -2.0360 -1.5385 1.6320
H -3.5560 -3.1496 0.5957
H -2.9426 -5.5186 0.1129
H -0.7302 -6.3318 0.8280
H 0.8305 -4.8521 1.7945
*
```

The value obtained for the total energy is -6388.567233 a.u. Its expectation value of S² is 6.08. As for the orbital gap (alpha / beta): 5.44 / 6.31 eV. The energy relative to the best compared isomer or geometry (same formula, charge and spin) is 0.0000 eV.

***

Entry 5:
Here is a 2-piece molecular cluster, CNO4PS overall from the Open Molecules 2025 dataset. Energies are from wB97M-V/def2-TZVPD.

Structure (ORCA input):
```
! RIJCOSX wB97M-V def2-TZVPD def2/J DEFGRID3
* xyz -2 1
C 1.4685 -0.5538 1.2884
N 1.9519 -0.9482 2.2645
O -1.3882 0.6517 0.7764
O -0.9648 -1.6765 -0.2751
O 1.0591 -0.1047 0.2221
O -0.5821 0.3087 -1.6832
P -0.7255 -0.2000 -0.2416
S -0.8190 2.5228 -2.3516
*
```

The value obtained for the total energy is -1133.429931 a.u. As for the orbital gap (alpha / beta): 6.70 / 6.70 eV. The energy relative to the best compared isomer or geometry (same formula, charge and spin) is 0.0000 eV.

***

Entry 6:
Here is a 2-piece molecular cluster, CH3FNO overall from the Open Molecules 2025 dataset. Energies are from wB97M-V/def2-TZVPD.

Structure (ORCA input):
```
! RIJCOSX wB97M-V def2-TZVPD def2/J DEFGRID3
* xyz -1 1
C 0.6545 0.0342 -0.0532
N -0.7769 -0.0359 -0.5703
O -1.1873 -1.2348 -0.4070
F -1.6523 0.9700 0.9609
H 0.7156 0.3630 0.9818
H 1.0657 -0.8975 -0.1738
H 1.1806 0.8010 -0.7384
*
```

The value obtained for the total energy is -269.678130 a.u. As for the orbital gap: 8.14 eV. The energy relative to the best compared isomer or geometry (same formula, charge and spin) is 2.4022 eV.